Record 1
20
Properties=species:S:1:pos:R:3:mulliken_charge:R:1 method="wB97M-V/def2-TZVPD" homo_lumo_gap_ev=8.050 relative_energy_kcal_mol=119.02 charge=+1
C 2.396 0.246 0.283 -0.270
C 3.352 0.287 -0.634 -0.479
C -1.696 -0.651 -1.003 -0.753
C -0.835 -1.617 1.024 -0.935
C -1.161 1.864 0.114 -0.824
N -1.114 -0.415 0.262 0.728
N -0.847 0.712 0.752 -0.443
H 2.043 1.145 0.906 0.206
H 3.575 -0.623 -1.213 0.247
H 4.178 1.027 -0.705 0.260
H -0.339 -1.368 2.014 0.326
H -1.597 0.195 -1.790 0.291
H -1.348 -1.571 -1.316 0.336
H -2.794 -0.753 -0.856 0.386
H 0.021 -1.977 0.444 0.452
H 1.779 -0.602 0.475 0.034
H -1.732 -2.203 1.173 0.354
H -0.836 1.896 -0.914 0.317
H -0.800 2.654 0.779 0.319
H -2.246 1.754 0.205 0.447



Record 2
130
Properties=species:S:1:pos:R:3:mulliken_charge:R:1 method="wB97M-V/def2-TZVPD" homo_lumo_gap_ev=8.091 relative_energy_kcal_mol=0.00
C -7.372 27.208 -33.831 -0.684
C -7.118 25.857 -33.616 -0.287
C -5.848 25.380 -33.405 -1.168
C -4.791 26.265 -33.356 1.061
C -4.962 27.606 -33.728 0.053
C -6.282 28.079 -33.940 -0.935
C -3.882 28.659 -33.567 0.785
O -4.011 29.791 -33.994 -0.666
C -2.683 28.199 -32.819 0.425
C -1.736 29.140 -32.363 -0.968
C -0.782 28.736 -31.384 -0.566
C -0.806 27.415 -30.857 -0.614
C -1.692 26.518 -31.362 -0.399
C -2.606 26.890 -32.313 0.164
C -3.438 25.802 -32.959 0.493
O -3.182 24.608 -32.934 -0.627
H -8.332 27.704 -33.820 0.472
H -8.013 25.252 -33.637 0.565
H -5.805 24.345 -33.098 0.381
H -6.512 29.134 -33.958 0.739
H -1.782 30.192 -32.603 0.454
H -0.072 29.443 -30.982 0.415
H -0.086 27.162 -30.093 0.437
H -1.746 25.486 -31.047 0.492
C -9.687 32.676 -33.314 -1.000
C -9.994 31.383 -32.899 0.065
C -9.111 30.681 -32.138 0.216
C -7.808 31.151 -31.917 0.186
C -7.546 32.504 -32.222 0.474
C -8.477 33.257 -32.905 -0.788
C -6.125 33.134 -31.934 0.130
O -5.848 34.307 -32.267 -0.695
C -5.137 32.287 -31.211 0.326
C -4.050 32.875 -30.614 -0.657
C -3.173 32.184 -29.833 -1.421
C -3.345 30.814 -29.665 -0.870
C -4.462 30.199 -30.204 1.048
C -5.392 30.918 -30.980 1.038
C -6.721 30.220 -31.361 0.577
O -6.874 29.068 -31.115 -0.509
H -10.384 33.281 -33.874 0.455
H -10.971 30.968 -33.100 0.261
H -9.264 29.628 -31.957 -0.537
H -8.165 34.176 -33.378 0.424
H -3.746 33.889 -30.831 0.508
H -2.333 32.668 -29.357 0.545
H -2.521 30.183 -29.366 0.607
H -4.625 29.148 -30.017 -0.351
C -16.649 36.348 -30.774 -0.420
C -15.592 36.454 -31.702 -0.490
C -14.886 35.311 -32.127 -0.334
C -15.101 34.120 -31.574 0.321
C -16.088 34.000 -30.578 0.341
C -16.808 35.205 -30.138 -0.870
C -16.324 32.691 -29.862 0.655
O -17.058 32.588 -28.889 -0.661
C -15.596 31.538 -30.431 0.200
C -15.802 30.235 -29.840 -0.737
C -15.045 29.081 -30.118 -0.850
C -14.053 29.256 -31.089 -0.293
C -13.857 30.468 -31.743 -0.768
C -14.609 31.609 -31.433 0.690
C -14.288 32.871 -32.128 0.355
O -13.400 32.982 -32.993 -0.654
H -17.243 37.232 -30.596 0.400
H -15.353 37.397 -32.169 0.374
H -14.162 35.577 -32.883 0.411
H -17.535 35.085 -29.348 0.423
H -16.526 30.182 -29.040 0.409
H -15.204 28.155 -29.584 0.760
H -13.432 28.394 -31.283 0.337
H -13.001 30.580 -32.393 0.363
C -4.088 28.517 -23.122 -0.834
C -3.208 29.120 -23.995 -0.556
C -3.207 28.792 -25.337 -0.803
C -4.062 27.764 -25.895 0.194
C -5.085 27.217 -25.046 0.488
C -5.080 27.658 -23.681 -0.511
C -6.161 26.375 -25.606 0.767
O -7.018 26.003 -24.833 -0.711
C -6.037 25.967 -27.049 0.355
C -6.994 25.105 -27.573 -0.583
C -6.997 24.687 -28.898 -0.979
C -6.231 25.379 -29.795 -0.110
C -5.241 26.257 -29.331 0.131
C -5.068 26.538 -27.928 -0.534
C -4.048 27.530 -27.412 1.017
O -3.257 28.045 -28.218 -0.596
H -4.054 28.671 -22.054 0.468
H -2.424 29.772 -23.639 0.430
H -2.625 29.390 -26.023 0.411
H -5.924 27.283 -23.120 0.423
H -7.784 24.649 -26.994 0.428
H -7.658 23.914 -29.260 0.552
H -6.269 25.166 -30.853 0.038
H -4.632 26.675 -30.119 0.435
C -5.294 32.317 -20.303 -0.656
C -4.315 33.036 -20.929 -0.452
C -4.245 33.067 -22.337 -0.850
C -5.151 32.259 -23.105 0.502
C -6.142 31.470 -22.436 -0.020
C -6.174 31.501 -21.056 -0.380
C -6.990 30.500 -23.222 0.800
O -7.711 29.601 -22.656 -0.760
C -7.001 30.680 -24.700 0.136
C -7.909 29.992 -25.507 -0.941
C -8.003 30.156 -26.903 -1.220
C -7.015 30.923 -27.480 0.310
C -6.075 31.696 -26.815 -1.266
C -6.054 31.524 -25.375 0.909
C -5.028 32.261 -24.614 0.721
O -4.144 32.896 -25.220 -0.740
H -5.270 32.405 -19.227 0.378
H -3.595 33.583 -20.340 0.413
H -3.466 33.633 -22.825 0.456
H -6.956 30.914 -20.597 0.482
H -8.561 29.343 -24.941 0.494
H -8.727 29.534 -27.408 0.654
H -7.146 31.013 -28.549 0.408
H -5.335 32.285 -27.336 0.613
C -10.544 26.536 -30.546 -0.638
Br -9.688 24.841 -31.094 -0.033
Br -10.678 27.692 -32.192 0.006
Br -9.304 27.338 -29.169 0.130
H -11.541 26.400 -30.126 0.552
C -14.010 27.110 -26.315 -0.501
Br -15.604 28.199 -26.633 -0.016
Br -13.208 27.488 -24.557 -0.025
Br -12.541 27.415 -27.737 0.125
H -14.233 26.046 -26.404 0.467



Record 3
38
Properties=species:S:1:pos:R:3:mulliken_charge:R:1 method="wB97M-V/def2-TZVPD" smiles="O=C(O)c1ccc(N[C@@H]2O[C@H](CO)[C@@H](O)[C@H](O)[C@@H]2O)cc1" homo_lumo_gap_ev=8.885 relative_energy_kcal_mol=0.00
O 5.934 0.215 -0.507 -0.606
C 4.926 -0.445 -0.591 0.490
O 4.917 -1.636 -1.222 -0.455
H 5.806 -1.826 -1.558 0.347
C 3.618 -0.061 -0.042 0.178
C 2.495 -0.877 -0.161 -0.855
C 1.285 -0.484 0.366 0.141
C 1.156 0.745 1.019 1.085
C 2.292 1.554 1.149 -0.727
C 3.500 1.158 0.628 -0.858
H 4.376 1.782 0.721 0.436
H 2.209 2.501 1.663 0.326
N -0.018 1.158 1.620 -0.130
H 0.061 2.066 2.054 0.301
C -1.353 0.898 1.151 -0.673
O -1.568 -0.489 1.058 -0.370
C -2.924 -0.828 0.821 0.052
C -3.006 -2.362 0.802 -0.807
O -2.085 -2.923 -0.091 -0.542
H -1.200 -2.709 0.227 0.310
H -2.847 -2.741 1.820 0.310
H -4.000 -2.649 0.456 0.461
C -3.417 -0.243 -0.510 0.087
O -4.795 -0.488 -0.609 -0.576
H -5.132 0.050 -1.337 0.387
C -3.139 1.273 -0.572 -0.351
O -3.448 1.776 -1.846 -0.587
H -2.660 1.664 -2.398 0.406
C -1.671 1.563 -0.210 -0.097
O -0.825 1.119 -1.240 -0.638
H -0.683 0.168 -1.134 0.474
H -1.518 2.646 -0.144 0.484
H -3.809 1.776 0.136 0.403
H -2.883 -0.745 -1.336 0.164
H -3.562 -0.436 1.628 0.428
H -2.045 1.322 1.902 0.434
H 0.431 -1.137 0.294 0.115
H 2.582 -1.827 -0.666 0.453